A gas-phase ion, C2H4NO3S (charge +1) in a non-equilibrium geometry, computed with the ωB97M-V functional and the def2-TZVPD basis.

Values from the calculation:
Energy relative to the best compared isomer or geometry (same formula, charge and spin): 29.7 kcal per mole
HOMO level (spin up / spin down): -14.353 / -15.929 eV
Orbital gap (spin up / spin down): 0.21019 / 0.30743 Ha
Electronic energy: -20592.8639 eV
LUMO level (spin up / spin down): -8.63 / -7.56 eV

```
! wB97M-V def2-TZVPD RIJCOSX def2/J DEFGRID3
* xyz 1 1
C 0.694 0.613 -0.261
C 0.958 -0.797 0.278
N -1.652 0.825 -0.293
O -2.645 1.336 0.024
O -0.486 1.231 0.240
O -1.574 -1.194 0.213
S -0.399 -1.960 -0.141
H 1.489 1.292 0.067
H 0.680 0.607 -1.357
H 1.889 -1.183 -0.137
H 1.044 -0.770 1.367
*
```

List of Mulliken charges in e, atom by atom: -0.3598 -0.5425 0.4270 -0.2444 -0.0815 -0.2647 0.5739 0.3478 0.3535 0.4216 0.3691

***

17 unconnected molecules or ions with the total composition C18H37Cl33FNO2S in a non-equilibrium geometry, computed with the ωB97M-V functional and the def2-TZVPD basis.

Values from the calculation:
HOMO level: -10.323 eV
Orbital gap: 0.38792 Ha
Electronic energy: -451641.6066 eV
LUMO level: 0.23 eV

```
! wB97M-V def2-TZVPD RIJCOSX def2/J DEFGRID3
* xyz 0 1
C -1.721 0.545 -2.261
C -1.354 -1.009 -2.317
N -0.412 -1.274 -1.188
Cl 0.938 -2.251 -1.629
S -1.224 -1.864 0.188
O -1.783 -3.215 0.031
O -2.187 -0.842 0.631
F -0.050 -1.953 1.335
H -1.209 1.057 -3.117
H -2.824 0.666 -2.345
H -1.358 0.931 -1.279
H -2.279 -1.631 -2.284
H -0.820 -1.188 -3.283
C -0.379 -0.416 4.591
Cl -1.734 0.716 4.524
Cl 0.902 0.173 5.658
H -0.736 -1.371 4.965
H 0.027 -0.539 3.591
C -6.199 0.953 -1.985
Cl -4.931 0.163 -1.040
Cl -5.560 1.603 -3.501
H -6.972 0.227 -2.213
H -6.617 1.769 -1.401
C 4.172 -1.438 4.461
Cl 5.529 -0.886 3.470
Cl 2.718 -1.662 3.495
H 4.434 -2.382 4.919
H 3.972 -0.698 5.225
C -9.562 -0.178 -4.613
Cl -8.331 -1.444 -4.678
Cl -9.010 1.205 -3.661
H -9.779 0.155 -5.624
H -10.461 -0.583 -4.157
C 2.715 -3.800 7.455
Cl 2.883 -4.337 5.769
Cl 3.533 -2.265 7.790
H 1.656 -3.685 7.669
H 3.143 -4.557 8.101
C 8.067 1.374 1.785
Cl 9.486 1.963 2.660
Cl 8.404 1.198 0.059
H 7.781 0.407 2.188
H 7.254 2.083 1.915
C 12.419 -0.173 2.015
Cl 13.839 0.413 2.891
Cl 12.756 -0.346 0.287
H 12.134 -1.142 2.416
H 11.607 0.537 2.146
C 13.476 -3.639 4.489
Cl 14.742 -3.217 3.333
Cl 12.079 -2.567 4.330
H 13.157 -4.661 4.305
H 13.873 -3.550 5.495
C 0.816 3.205 -4.494
Cl 0.722 1.624 -3.703
Cl 0.892 4.510 -3.305
H 1.708 3.239 -5.112
H -0.068 3.342 -5.112
C -7.064 -1.275 -8.684
Cl -8.420 -0.145 -8.787
Cl -5.806 -0.675 -7.598
H -7.428 -2.227 -8.307
H -6.640 -1.407 -9.675
C 3.936 2.210 7.565
Cl 5.039 0.838 7.388
Cl 4.695 3.716 7.041
H 3.053 2.031 6.958
H 3.655 2.302 8.610
C -6.559 5.442 -3.585
Cl -8.110 4.730 -3.127
Cl -5.516 5.676 -2.177
H -6.061 4.777 -4.285
H -6.740 6.406 -4.053
C 6.441 -4.953 7.028
Cl 6.418 -3.261 6.514
Cl 5.675 -5.174 8.607
H 5.914 -5.553 6.291
H 7.474 -5.279 7.100
C 1.928 6.300 -6.414
Cl 3.046 4.930 -6.468
Cl 2.651 7.750 -7.118
H 1.033 6.045 -6.976
H 1.670 6.501 -5.379
C -10.029 -5.328 -4.376
Cl -8.725 -4.929 -5.500
Cl -11.413 -4.248 -4.584
H -10.349 -6.349 -4.557
H -9.658 -5.231 -3.359
C -11.821 3.428 -1.553
Cl -10.567 2.628 -0.599
Cl -11.163 4.078 -3.059
H -12.597 2.707 -1.791
H -12.239 4.244 -0.971
*
```

List of Mulliken charges in e, atom by atom: -0.0001 -0.5144 -0.0469 -0.0436 1.0626 -0.5706 -0.5113 -0.1381 0.0700 -0.3780 0.3471 0.3417 0.4063 -0.1210 -0.1722 -0.0790 0.3196 0.0243 -0.2609 -0.0889 -0.1626 0.1774 0.2866 0.4799 -0.1321 -0.0335 -0.2507 -0.0936 -0.3077 -0.1455 -0.0379 0.2471 0.2798 -0.3813 -0.1444 -0.0343 0.3492 0.2428 0.0557 -0.1869 -0.1559 -0.0720 0.3255 0.6877 -0.1504 -0.1772 -0.1010 -0.2530 -0.2603 -0.1349 -0.1307 0.2770 0.2679 -0.1091 -0.1674 -0.1617 0.1356 0.2802 -0.2210 -0.1534 -0.1202 0.1798 0.3176 -0.0094 -0.1160 -0.1591 -0.0023 0.2950 -0.3304 -0.0635 -0.1553 0.2142 0.3210 -0.3152 -0.0746 -0.1591 0.2310 0.3449 -0.1800 -0.1629 -0.1598 0.2878 0.2219 -0.2756 -0.1315 -0.1484 0.3039 0.2533 -0.2761 -0.1287 -0.1297 0.2544 0.2922

***

A molecular structure, C5H11NOS in a non-equilibrium geometry, computed with the ωB97M-V functional and the def2-TZVPD basis.

Values from the calculation:
Energy relative to the best compared isomer or geometry (same formula, charge and spin): 155.4 kcal per mole
HOMO level: -8.290 eV
Orbital gap: 0.33329 Ha
Electronic energy: -19730.3545 eV
LUMO level: 0.78 eV

```
! wB97M-V def2-TZVPD RIJCOSX def2/J DEFGRID3
* xyz 0 1
C -1.768 1.807 -2.274
C -0.295 0.597 -0.805
C 0.037 -0.272 0.247
C -0.359 -1.710 0.831
C 1.772 0.659 2.288
H -1.726 2.597 -1.610
H -0.939 2.107 -2.992
H -2.615 1.808 -3.203
H 0.342 1.257 -1.337
H -1.708 -1.932 1.151
H 0.181 -1.758 1.996
H 1.275 -2.998 0.283
H 0.204 -2.476 -1.132
H 2.817 1.244 2.557
H 1.221 -0.208 2.909
H 0.983 1.406 2.194
N 0.265 -2.785 -0.137
O -1.511 0.577 -1.524
S 1.825 0.082 0.556
*
```

List of Mulliken charges in e, atom by atom: -0.8077 -0.3629 0.2181 -0.4580 -0.6340 0.4225 0.2837 0.2598 0.4212 0.2411 0.1737 0.3000 0.2761 0.2768 0.1661 0.2544 -0.5889 -0.3220 -0.1198